C50H36F3N4O6Sc as an isolated structure, computed with ωB97M-V/def2-TZVPD.

The geometry in XYZ format:
```
100
Properties=species:S:1:pos:R:3
Sc -0.1031 -0.0969 -0.3344
C 3.0845 -9.6878 0.8550
O 1.9243 -9.1517 0.1675
C 1.8397 -7.8013 -0.0328
C 2.8459 -6.8450 0.1790
C 2.5513 -5.5061 0.0170
C 1.3003 -5.0278 -0.4019
C 0.3644 -5.9992 -0.7483
C 0.6243 -7.3414 -0.6081
C 1.0376 -3.5781 -0.4588
C 1.3733 -2.7404 0.6819
C 1.8612 -3.2200 1.9467
C 1.9681 -2.1540 2.8001
C 1.7105 -0.9469 2.0269
N 1.2457 -1.3365 0.7823
C 1.9678 0.3937 2.4831
C 1.8205 1.5242 1.6106
C 2.1955 2.8606 1.9836
C 1.8210 3.7207 0.9545
C 1.2419 2.8649 -0.0937
C 0.7416 3.3798 -1.3552
C 0.9617 4.8246 -1.6261
C 1.8100 5.2899 -2.6525
C 2.0375 6.6114 -2.9246
C 1.4736 7.6336 -2.1018
O 1.8840 8.9009 -2.3458
C 1.3287 10.0221 -1.5982
C 0.5895 7.1890 -1.0998
C 0.3566 5.8523 -0.8817
C 0.0339 2.5495 -2.2805
N -0.3153 1.2312 -2.0640
C -1.1378 0.8201 -3.0914
C -1.7606 -0.4954 -3.1679
C -3.1386 -0.6598 -3.6141
C -3.7732 -1.8981 -3.4304
C -5.1411 -2.0317 -3.5216
C -5.9225 -0.9807 -3.9762
O -7.2790 -0.9824 -4.1471
C -8.0933 -1.9543 -3.4370
C -5.2471 0.2166 -4.2934
C -3.9105 0.3815 -4.1445
C -0.9907 -1.6656 -2.7704
C -0.9315 -2.9315 -3.4607
C -0.0756 -3.7639 -2.7660
C 0.3441 -3.0357 -1.5945
N -0.1416 -1.7342 -1.6862
C -1.1991 1.8743 -4.0561
C -0.4789 2.9499 -3.5612
N 1.2436 1.5583 0.3319
C 2.3165 0.5757 3.9314
C 1.4400 0.0403 4.8745
C 1.5734 0.2015 6.2751
C 2.6877 0.8895 6.7795
O 3.0820 0.9712 8.0630
C 2.1361 0.8210 9.1728
C 3.6222 1.3723 5.8313
C 3.4157 1.2283 4.4817
H 2.7993 -10.7190 1.0838
H 3.3176 -9.0763 1.7615
H 3.9366 -9.6475 0.1746
H 3.8478 -7.1305 0.4940
H 3.3424 -4.7760 0.2445
H -0.6532 -5.6903 -1.0431
H -0.1778 -8.0677 -0.7857
H 2.1445 -4.2350 2.1831
H 2.3795 -2.1960 3.7813
H 2.6565 3.1127 2.9246
H 1.9876 4.7844 0.9195
H 2.3256 4.5255 -3.2319
H 2.7030 6.8997 -3.7437
H 1.7253 10.9128 -2.0544
H 1.6378 9.9663 -0.5348
H 0.2277 10.0354 -1.6827
H 0.0975 7.9159 -0.4254
H -0.3555 5.5421 -0.1180
H -3.1909 -2.7708 -3.1143
H -5.5887 -3.0363 -3.3001
H -9.1200 -1.5356 -3.4594
H -7.8018 -2.0008 -2.3748
H -8.0976 -2.9413 -3.8997
H -5.8580 1.0093 -4.7139
H -3.4992 1.3564 -4.3840
H -1.4584 -3.1858 -4.3873
H 0.2419 -4.7446 -3.0550
H -1.5944 1.7877 -5.0726
H -0.4141 3.9386 -4.0198
H 0.5628 -0.5325 4.4922
H 0.8323 -0.2662 6.9582
H 2.6844 1.1914 10.0627
H 1.8845 -0.2433 9.2698
H 1.2414 1.4303 8.9877
H 4.5362 1.8025 6.2245
H 4.1577 1.6473 3.7925
F -4.4005 1.6351 0.3117
C -3.2723 1.8379 0.9940
F -2.6032 2.9425 0.4789
F -3.5741 2.1377 2.2751
C -2.2483 0.6446 0.8044
O -2.3662 -0.0660 -0.1995
O -1.2125 0.6230 1.4787
```

Values from the calculation:
Spin multiplicity: 1
Highest occupied orbital energy (alpha / beta), eV: -6.519 / -6.433
Total charge: 0
LUMO (alpha / beta), Ha: -0.0527 / -0.0452
Orbital gap (alpha / beta), eV: 5.09 / 5.20

=====

A 3-piece molecular cluster, C17H43BN2O4 overall, computed with ωB97M-V/def2-TZVPD.

The geometry in XYZ format:
```
67
Properties=species:S:1:pos:R:3
C 3.7632 1.7753 2.5255
O 3.9516 0.4549 2.0661
C 2.7686 -0.1639 1.5753
C 2.9261 -0.5215 0.1165
N 3.1032 0.6639 -0.6966
C 3.3292 0.4027 -2.1051
C 4.5911 -0.3581 -2.4955
O 5.7803 0.3506 -2.1972
C 6.3779 0.0302 -0.9585
H 4.7252 2.1258 2.8944
H 3.4142 2.4447 1.7311
H 3.0349 1.8154 3.3436
H 1.9146 0.5058 1.7175
H 2.5915 -1.0770 2.1518
H 2.0197 -1.0429 -0.2130
H 3.7567 -1.2395 0.0378
H 3.8538 1.2295 -0.3200
H 3.3318 1.3570 -2.6364
H 2.4725 -0.1738 -2.4780
H 4.5741 -0.5069 -3.5778
H 4.6259 -1.3466 -2.0217
H 6.3254 -1.0465 -0.7610
H 5.9131 0.5447 -0.1116
H 7.4246 0.3249 -1.0169
C -4.3217 -0.0429 5.1380
O -3.0828 -0.6745 4.9016
C -3.1865 -2.0432 4.5286
C -2.5293 -2.2585 3.1838
N -3.2268 -1.5031 2.1622
C -2.6606 -1.5863 0.8258
C -1.2535 -1.0363 0.6298
O -1.1636 0.3680 0.7900
C -0.9521 0.8466 2.1017
H -4.1062 0.9810 5.4375
H -4.9572 -0.0334 4.2453
H -4.8780 -0.5370 5.9424
H -4.2393 -2.3368 4.4751
H -2.6896 -2.6539 5.2875
H -2.5790 -3.3239 2.9352
H -1.4636 -2.0021 3.2811
H -3.2943 -0.5351 2.4514
H -3.3257 -1.0548 0.1405
H -2.6573 -2.6374 0.5157
H -0.9493 -1.2328 -0.4016
H -0.5300 -1.5320 1.2901
H -0.4298 0.1104 2.7216
H -1.8810 1.1194 2.6120
H -0.3344 1.7418 2.0201
B 0.7397 0.4007 -4.0572
C 0.1742 1.1981 -2.8490
C -1.3122 1.4621 -3.2346
C -2.2754 0.5168 -2.5206
C -3.7497 0.7926 -2.8239
C -4.1072 0.5725 -4.2918
H 1.4513 0.9139 -4.8703
H 0.3830 -0.7245 -4.2555
H 0.7028 2.1253 -2.6239
H 0.1873 0.6030 -1.9275
H -1.4584 1.3609 -4.3202
H -1.5699 2.5014 -3.0095
H -2.0817 0.5845 -1.4460
H -2.0524 -0.5195 -2.8107
H -4.3774 0.1655 -2.1836
H -3.9681 1.8275 -2.5330
H -5.1843 0.5203 -4.4553
H -3.7135 1.3708 -4.9241
H -3.6660 -0.3636 -4.6486
```

Values from the calculation:
Spin multiplicity: 1
SMILES: COCCNCCOC.COCCNCCOC.BCCCCC
Highest occupied orbital energy, eV: -8.663
Relative energy (zero: lowest compared OMol25 entry of this formula, charge and spin), eV: 0.000
Total charge: 0
LUMO, Ha: 0.0279
Orbital gap, eV: 9.42

=====

C5H14N2O as an isolated structure, computed with ωB97M-V/def2-TZVPD.

The geometry in XYZ format:
```
22
Properties=species:S:1:pos:R:3
C -1.4268 -1.1545 -0.7988
C -2.1481 -0.1168 -0.1548
O -1.3479 -2.4178 -0.1829
H -0.7406 -2.3296 0.5700
H -1.4995 -1.2538 -1.8809
H -0.1862 -0.7076 -0.6908
H -2.7289 -0.3771 0.7232
H -2.5719 0.6650 -0.7769
H -1.0228 0.5411 0.4868
C 0.4567 2.2519 0.4767
C 0.9275 -0.2190 0.0392
N 1.8990 0.1738 -0.9434
N 1.2338 -1.4357 0.7547
C 0.2465 0.7855 0.7974
H 1.6867 1.0654 -1.3723
H 1.9458 -1.2790 1.4614
H 2.0058 -0.5164 -1.6785
H 1.5710 -2.1611 0.1310
H 0.1934 0.5638 1.8614
H 1.4936 2.5656 0.6348
H 0.1949 2.4805 -0.5613
H -0.1820 2.8755 1.1040
```

Values from the calculation:
Spin multiplicity: 1
Highest occupied orbital energy, eV: -7.442
Relative energy (zero: lowest compared OMol25 entry of this formula, charge and spin), eV: 4.409
Total charge: 0
LUMO, Ha: 0.0325
Orbital gap, eV: 8.33

=====

A 7-piece molecular cluster, C41H98F4IN12O11P2 overall, computed with ωB97M-V/def2-TZVPD.

The geometry in XYZ format:
```
169
Properties=species:S:1:pos:R:3
C 3.4180 1.7924 -4.9792
C 3.8686 1.7116 -3.5200
N 3.0304 0.8979 -2.6484
C 1.8184 1.2307 -1.9765
C 1.1095 2.4546 -2.5734
O 1.9321 3.5817 -2.6053
C 1.5424 4.5189 -3.6241
C 2.6797 5.5187 -3.8335
C 2.1175 1.3662 -0.3736
P 0.9564 2.6375 0.5023
N -0.4930 2.1012 0.7695
N 3.5459 1.6143 -0.1097
C 4.4411 0.6553 0.5031
C 4.6832 -0.6331 -0.2430
O 5.0075 0.9440 1.4932
C 4.0380 2.9398 -0.1468
C 5.5195 3.1118 -0.3321
O 3.2675 3.8546 -0.0592
C 1.6806 0.0265 0.1557
C 1.8957 -0.3431 1.6646
F 2.3855 0.7493 2.2525
F 2.8685 -1.2736 1.7252
C 0.6119 -0.8124 2.4779
F 0.4255 0.0451 3.4798
F 0.8720 -2.0219 2.9753
N 1.0884 -0.7332 -0.7256
P 0.3764 -2.4069 -0.3850
N -1.0729 -2.4270 0.0138
O 0.7580 -3.2266 -1.6834
O 1.3926 -2.9557 0.6863
C 0.8409 -0.0252 -2.0626
I -1.3131 0.4493 -2.0154
C 1.0700 -0.8279 -3.3595
N -0.0914 -1.4657 -3.9345
C -0.3776 -1.0554 -5.3096
H 3.6620 0.8796 -5.5330
H 2.3401 1.9639 -5.0628
H 3.9080 2.6390 -5.4716
H 3.9917 2.7157 -3.1105
H 4.8696 1.2587 -3.4920
H 3.3918 -0.0155 -2.4583
H 0.7514 2.1911 -3.5822
H 0.2116 2.6494 -1.9683
H 0.6229 5.0288 -3.3131
H 1.3167 3.9722 -4.5499
H 3.5458 5.2337 -3.2292
H 2.9893 5.5582 -4.8817
H 2.3885 6.5290 -3.5382
H 0.9971 3.7876 -0.2743
H 1.6768 2.9328 1.6545
H -0.6963 1.1770 0.4155
H 5.2728 -1.2969 0.3932
H 5.2422 -0.4067 -1.1578
H 3.7585 -1.1387 -0.5351
H 5.9778 2.3036 -0.9048
H 5.6700 4.0684 -0.8385
H 5.9993 3.1724 0.6490
H -0.2912 -0.8436 1.8639
H -1.6358 -1.5903 0.0022
H 1.6030 -3.6972 -1.6736
H 2.3394 -2.9941 0.5006
H 1.4821 -0.0847 -4.0487
H 1.8731 -1.5499 -3.1787
H 0.0169 -2.4680 -3.8991
H 0.5058 -1.0938 -5.9645
H -1.1364 -1.7210 -5.7270
H -0.7848 -0.0390 -5.3147
C 0.0574 -4.3765 5.2261
C -0.9174 -4.9567 6.2455
C -0.8054 -4.3455 7.6463
O 0.3146 -4.7757 8.3874
C 1.5271 -4.0941 8.1315
N -0.7739 -6.4147 6.2536
H 1.0633 -4.7743 5.3676
H -0.2605 -4.6410 4.2169
H 0.1071 -3.2883 5.2969
H -1.9308 -4.7337 5.8959
H -1.6761 -4.6634 8.2253
H -0.8264 -3.2479 7.5904
H 1.3455 -3.0342 7.9187
H 2.0739 -4.5412 7.2960
H 2.1540 -4.1810 9.0174
H -1.5060 -6.8255 6.8261
H 0.0899 -6.6446 6.7403
C -3.5250 6.6155 1.2660
C -2.8209 5.2694 1.1342
C -2.6675 4.7663 -0.3044
O -3.8384 4.2531 -0.9075
C -4.7322 5.2351 -1.4070
N -3.4769 4.2893 1.9993
H -4.6041 6.5109 1.1489
H -3.3462 7.0319 2.2566
H -3.1661 7.3298 0.5224
H -1.7989 5.3917 1.5115
H -1.9654 3.9300 -0.2706
H -2.2377 5.5475 -0.9511
H -4.1896 6.1188 -1.7569
H -5.4624 5.5398 -0.6535
H -5.2633 4.8036 -2.2536
H -2.9270 3.4349 2.0147
H -4.3660 4.0327 1.5793
C -2.2521 6.6071 -6.7235
C -2.5651 5.3549 -5.9120
C -4.0614 5.0795 -5.7170
O -4.6823 5.9133 -4.7586
C -5.0444 7.2054 -5.2115
N -1.8334 5.4123 -4.6389
H -2.3798 7.5102 -6.1270
H -1.2156 6.5854 -7.0594
H -2.8955 6.6815 -7.6013
H -2.1742 4.4957 -6.4684
H -4.1707 4.0620 -5.3302
H -4.6024 5.1205 -6.6715
H -5.3549 7.1884 -6.2601
H -4.2228 7.9163 -5.0975
H -5.8791 7.5460 -4.5998
H -1.9510 4.5261 -4.1536
H -2.2982 6.0900 -4.0389
C 5.3723 -3.4782 7.9723
C 5.3446 -3.5477 9.4964
C 6.7152 -3.3505 10.1546
O 7.5816 -4.4622 10.0588
C 8.3138 -4.5717 8.8560
N 4.6951 -4.7957 9.9058
H 5.7569 -4.4006 7.5358
H 4.3622 -3.3340 7.5880
H 5.9912 -2.6488 7.6241
H 4.7187 -2.7232 9.8544
H 6.5598 -3.1973 11.2252
H 7.2092 -2.4524 9.7585
H 8.5972 -3.5844 8.4756
H 7.7591 -5.1024 8.0776
H 9.2190 -5.1347 9.0789
H 4.5575 -4.7920 10.9120
H 5.3470 -5.5566 9.7328
C 0.2314 -10.8007 2.9170
C 0.3600 -9.5158 3.7295
C 1.5012 -9.5363 4.7542
O 1.2477 -10.2999 5.9154
C 1.4790 -11.6891 5.7997
N -0.9329 -9.1877 4.3285
H -0.2497 -11.5878 3.4983
H -0.3889 -10.6237 2.0387
H 1.2049 -11.1665 2.5839
H 0.6057 -8.7056 3.0328
H 1.6517 -8.5138 5.1111
H 2.4381 -9.8692 4.2840
H 2.3354 -11.8933 5.1482
H 0.6087 -12.2246 5.4122
H 1.6996 -12.0646 6.7980
H -0.8693 -8.2725 4.7708
H -1.0930 -9.8384 5.0933
C -9.7626 3.6311 -9.2663
C -8.3466 3.1634 -9.5867
C -7.3703 3.2569 -8.4082
O -6.9197 4.5647 -8.1026
C -7.8138 5.3401 -7.3232
N -7.8717 3.8651 -10.7793
H -9.8276 4.7193 -9.2524
H -10.4508 3.2767 -10.0324
H -10.1002 3.2533 -8.2995
H -8.4000 2.0994 -9.8405
H -6.4677 2.6982 -8.6707
H -7.8005 2.7913 -7.5109
H -8.3619 4.7218 -6.6064
H -8.5239 5.8805 -7.9528
H -7.2203 6.0695 -6.7742
H -6.9913 3.4685 -11.0919
H -7.6600 4.8265 -10.5277
```

Values from the calculation:
Spin multiplicity: 1
Highest occupied orbital energy, eV: -9.963
Relative energy (zero: lowest compared OMol25 entry of this formula, charge and spin), eV: 0.000
Total charge: +1
LUMO, Ha: -0.1820
Orbital gap, eV: 5.01

=====

A 2-piece molecular cluster, C11H14BrNO3S overall, computed with ωB97M-V/def2-TZVPD.

The geometry in XYZ format:
```
31
Properties=species:S:1:pos:R:3
O -5.3484 0.9861 0.8766
N -4.4228 0.2219 1.2783
O -4.6709 -0.9440 1.6956
C -3.0646 0.5456 1.2355
C -2.1387 -0.4643 1.5212
C -0.7234 -0.3135 1.2573
C 0.1418 -1.4311 1.1982
C 1.5096 -1.2507 1.0666
C 2.0538 0.0329 1.0000
Br 3.9049 0.2619 0.8909
C 1.2111 1.1545 1.0075
C -0.1751 0.9841 1.1373
H -2.8508 1.5199 0.8368
H -2.5273 -1.4953 1.4517
H -0.2918 -2.4230 1.3061
H 2.1561 -2.1189 1.0482
H 1.6508 2.1565 0.9467
H -0.8208 1.8839 1.2084
C -2.5455 -1.2806 3.5463
S -1.7510 -2.5515 4.2876
C -2.3578 -3.1621 5.9090
C -2.0139 -4.0091 3.2808
O -0.2885 -2.3201 4.4523
H -3.6531 -1.4155 3.4410
H -2.3252 -0.3216 4.0556
H -3.4188 -3.4173 5.8241
H -1.8054 -4.0592 6.2519
H -2.2575 -2.3171 6.6003
H -3.0789 -4.2765 3.2966
H -1.7292 -3.7248 2.2557
H -1.4109 -4.8330 3.7268
```

Values from the calculation:
Spin multiplicity: 1
SMILES: O=[N+]([O-])/C=C/c1ccc(Br)cc1.C=S(C)(C)=O
Highest occupied orbital energy, eV: -7.969
Relative energy (zero: lowest compared OMol25 entry of this formula, charge and spin), eV: 6.654
Total charge: 0
LUMO, Ha: -0.0259
Orbital gap, eV: 7.26

=====

An isolated ion of composition C5H12NO and charge +2, computed with ωB97M-V/def2-TZVPD.

The geometry in XYZ format:
```
19
Properties=species:S:1:pos:R:3
C 0.6820 0.4397 1.8112
O 1.4434 0.6731 0.5078
C -0.2792 -0.7202 1.5661
C -1.3461 -0.5359 0.4422
C -0.9667 0.3172 -0.7297
C -0.2180 -0.2049 -1.7252
N 0.7319 0.4882 -2.4427
H 0.2201 1.4288 1.8308
H 1.4715 0.1584 2.6199
H 2.3679 0.3631 0.6673
H -0.8329 -1.0235 2.6163
H 0.2794 -1.6705 1.4492
H -2.4242 -0.3163 0.8110
H -1.4757 -1.5795 0.0847
H -1.6894 1.0838 -1.1530
H -0.3645 -1.2139 -1.9567
H 0.9515 0.1402 -3.3386
H 0.4103 1.4520 -2.5941
H 1.0391 0.7203 -0.4666
```

Values from the calculation:
Spin multiplicity: 2
Highest occupied orbital energy (alpha / beta), eV: -19.416 / -20.286
Relative energy (zero: lowest compared OMol25 entry of this formula, charge and spin), eV: 3.014
Total charge: +2
LUMO (alpha / beta), Ha: -0.3589 / -0.4384
Orbital gap (alpha / beta), eV: 9.65 / 8.36

=====

Electronic energy: -99534.917, -30169.411, -10436.619, -122046.935, -100137.171, -8894.648 (eV)